Here is a structure of composition C67H71BrN2O3P2RuSSi at a distorted geometry from OMol25. Energies are from wB97M-V/def2-TZVPD.

Element x y z (Å)
Ru 0.105 -0.272 0.179
O 2.350 -2.363 0.100
S 0.969 -2.923 0.158
C 1.181 -4.270 1.339
C 1.397 -5.574 0.947
C 1.538 -6.620 1.867
C 1.522 -6.315 3.207
C 1.639 -7.178 4.419
C 1.614 -6.197 5.612
C 1.453 -4.845 5.002
C 1.341 -3.592 5.555
C 1.123 -2.510 4.703
C 1.025 -2.612 3.317
P 0.396 -1.088 2.527
C -1.357 -1.173 3.068
C -2.222 -0.187 2.578
C -3.581 -0.261 2.814
C -4.107 -1.327 3.530
C -3.258 -2.299 4.035
C -1.894 -2.232 3.805
C 1.287 0.311 3.464
C 3.106 1.502 3.438
C 3.064 2.464 4.558
C 2.066 2.560 5.453
C 0.863 1.771 5.480
C 0.489 0.807 4.622
C 1.181 -3.892 2.708
C 1.387 -4.968 3.601
C 0.854 -3.593 -1.487
C 0.031 -4.670 -1.755
C -0.081 -5.218 -3.032
C 0.640 -4.631 -4.047
C 0.746 -4.968 -5.490
C 1.572 -3.825 -6.108
C 1.957 -2.962 -4.962
C 2.678 -1.793 -4.891
C 2.829 -1.178 -3.648
C 2.333 -1.686 -2.445
P 2.358 -0.426 -1.068
C 2.797 -0.006 0.779
C 2.067 1.086 1.169
C 1.817 1.496 2.572
C 2.778 0.037 3.848
C 3.525 -0.901 2.978
C 3.573 -0.860 1.631
C 3.757 0.632 -1.595
C 5.014 0.022 -1.614
C 6.132 0.762 -1.945
C 6.006 2.115 -2.230
C 4.759 2.722 -2.204
C 3.632 1.988 -1.875
C 1.548 -2.886 -2.501
C 1.401 -3.477 -3.777
H 1.469 -5.811 -0.103
H 1.659 -7.632 1.514
H 2.552 -7.776 4.392
H 0.805 -7.884 4.467
H 2.527 -6.264 6.205
H 0.791 -6.410 6.298
H 1.377 -3.435 6.622
H 0.982 -1.540 5.158
H -1.805 0.656 2.025
H -4.238 0.510 2.439
H -5.170 -1.392 3.699
H -3.662 -3.115 4.614
H -1.258 -2.999 4.216
H 4.023 1.606 2.861
H 3.914 3.124 4.649
H 2.151 3.295 6.237
H 0.182 1.999 6.290
H -0.476 0.337 4.776
H -0.526 -5.105 -0.938
H -0.714 -6.072 -3.202
H -0.246 -5.030 -5.939
H 1.222 -5.941 -5.627
H 0.957 -3.265 -6.815
H 2.450 -4.172 -6.655
H 3.108 -1.336 -5.769
H 3.382 -0.252 -3.632
H 1.767 1.801 0.396
H 1.228 2.414 2.618
H 2.935 -0.191 4.901
H 4.168 -1.603 3.490
H 4.216 -1.561 1.120
H 5.097 -1.033 -1.386
H 7.101 0.287 -1.979
H 6.883 2.697 -2.465
H 4.663 3.768 -2.447
H 2.658 2.459 -1.871
O -0.218 0.289 -6.615
C -1.506 -0.268 -6.740
N -1.928 -0.666 -5.421
C -1.750 -1.920 -4.959
O -1.417 -2.870 -5.629
C -1.996 -2.081 -3.481
C -2.856 -3.056 -2.986
C -2.959 -3.226 -1.614
C -2.171 -2.444 -0.786
N -1.335 -1.522 -1.261
C -1.256 -1.332 -2.574
H 0.059 0.641 -7.467
H -1.501 -1.165 -7.372
H -2.221 0.466 -7.134
H -2.135 0.080 -4.775
H -3.432 -3.666 -3.664
H -3.628 -3.957 -1.190
H -2.202 -2.561 0.293
H -0.563 -0.570 -2.918
C -1.339 4.021 2.396
C -2.568 4.535 1.634
C -2.824 5.995 2.048
C -3.766 3.690 2.091
Si -2.362 4.454 -0.329
Br -1.090 1.768 -0.571
C -3.959 3.998 -1.382
C -3.596 3.841 -2.864
C -4.619 2.685 -0.932
C -4.993 5.127 -1.253
C -0.837 5.398 -1.148
C -0.519 4.908 -2.568
C 0.436 5.213 -0.308
C -1.154 6.900 -1.228
H -1.564 4.004 3.460
H -0.479 4.664 2.258
H -1.079 3.011 2.091
H -3.110 6.025 3.097
H -3.629 6.447 1.474
H -1.932 6.606 1.933
H -3.840 3.730 3.175
H -3.633 2.652 1.797
H -4.700 4.071 1.691
H -2.790 3.125 -2.994
H -3.315 4.791 -3.307
H -4.464 3.482 -3.409
H -3.910 1.863 -0.932
H -5.414 2.443 -1.634
H -5.073 2.764 0.047
H -4.609 6.071 -1.630
H -5.316 5.276 -0.227
H -5.872 4.869 -1.839
H -0.396 3.830 -2.602
H 0.411 5.366 -2.896
H -1.282 5.200 -3.278
H 0.665 4.158 -0.175
H 0.354 5.689 0.663
H 1.272 5.678 -0.827
H -1.982 7.097 -1.905
H -0.282 7.428 -1.610
H -1.397 7.324 -0.259

Output
Total energy   -6969.23716 Ha
HOMO (spin up / spin down)   -14.059 / -14.394 eV
Net charge   +3
2S+1   6
Expectation value of S²   8.78
Orbital gap (spin up / spin down)   6.81 / 5.11 eV
Lowest unoccupied orbital energy (spin up / spin down)   -7.24 / -9.29 eV